{"formula": "C48H75BrFIN10O7", "method": "ωB97M-V with the def2-TZVPD basis set", "elements": ["C", "H", "C", "H", "H", "C", "H", "C", "H", "H", "H", "C", "C", "N", "N", "H", "H", "H", "H", "H", "H", "H", "H", "H", "H", "O", "C", "H", "C", "H", "H", "O", "N", "H", "H", "C", "N", "H", "C", "H", "H", "O", "N", "H", "C", "H", "H", "H", "H", "N", "H", "H", "H", "H", "C", "C", "H", "H", "C", "C", "F", "C", "C", "H", "H", "C", "H", "H", "C", "N", "H", "C", "O", "C", "C", "H", "C", "H", "C", "C", "C", "O", "H", "C", "C", "C", "H", "H", "C", "C", "H", "C", "H", "N", "H", "C", "C", "H", "O", "O", "H", "H", "H", "H", "N", "C", "C", "C", "H", "N", "H", "H", "H", "C", "H", "I", "H", "C", "H", "H", "H", "C", "H", "C", "H", "H", "H", "C", "C", "H", "C", "C", "H", "H", "C", "H", "H", "H", "Br", "C", "H", "C", "H"], "xyz": [[-1.080577, 1.803482, -1.438498], [-2.504897, -3.927359, 0.456315], [-1.326172, 4.021861, 1.337310], [-5.793992, -0.277876, 0.585490], [1.119817, -5.138395, -4.942667], [5.649862, 1.137414, 0.151106], [-2.719356, 0.639724, 5.258768], [5.278618, 6.543347, 5.871935], [-3.404412, -1.283544, 8.386651], [-3.670119, 0.072291, 1.269570], [6.227536, 4.899813, 6.758402], [4.172422, 1.361262, 1.975455], [-3.119256, -1.015745, 7.369785], [-4.216017, 6.202099, 4.097477], [-1.822831, -2.640238, 3.246275], [-2.663944, 8.901249, 4.587062], [1.483659, -4.625785, -3.282382], [-5.503139, 0.259650, -2.112434], [-2.754973, 0.011326, 7.394217], [5.166640, -6.618348, -4.919857], [0.437308, 5.010016, 1.948370], [-1.183162, 2.153984, 3.634434], [0.283978, -1.975476, -2.468747], [-3.178605, -4.012193, -4.792534], [4.152832, -6.766686, -9.653743], [-4.269424, -1.150091, 6.563442], [0.985110, 3.964195, 0.217071], [0.226053, 0.824123, -3.692310], [-0.245040, -5.790423, -3.480419], [-1.292994, -0.402070, -1.362412], [-3.051244, -2.098754, 5.125939], [-5.672854, 0.609615, -1.239030], [4.571587, -2.036779, -6.467120], [-8.092842, -3.920723, 4.903305], [2.937726, 4.737923, -0.298882], [-2.957512, -4.127308, 1.426800], [6.158631, -6.829751, -7.229391], [3.145909, 3.223065, -3.065607], [-4.147534, -0.506618, 4.196763], [2.744002, -0.508855, -3.585992], [-3.846797, 2.237442, 0.317756], [4.599690, 2.636827, 3.908936], [-5.615632, -4.104921, 2.971801], [5.706601, 2.749730, 1.553596], [3.526501, 0.224734, 1.604061], [-1.945265, 4.872367, 3.155407], [-1.482421, 5.063560, 1.058820], [3.840554, -6.485179, -3.744488], [0.872388, 0.243442, -2.167117], [-2.638314, -2.903075, -1.922015], [-1.893135, 7.687502, 5.624905], [0.166182, -3.853222, -4.176587], [-4.792644, -2.337345, 5.000690], [-2.091297, 3.230197, 4.651245], [5.996414, 5.276922, 5.764325], [-3.665702, 0.139186, 0.187828], [-4.724135, -4.184664, -3.943336], [4.545574, 2.717303, -4.032386], [-2.151122, 3.938654, 2.639241], [-3.295629, 1.846050, 3.628063], [1.704595, 2.780483, 0.150139], [4.133940, -6.888046, -4.712795], [-3.648214, -4.324697, -3.861341], [4.957717, -5.186990, -9.625334], [-4.016391, -3.908724, 1.382225], [3.778353, 2.122276, 3.186366], [3.080425, -1.996536, -4.436994], [-4.019813, 2.289490, 4.311085], [0.091855, -1.338123, -3.335344], [2.565098, -5.922555, -6.563055], [-2.072727, 0.021073, 3.777737], [0.685614, -4.794232, -4.004045], [-1.810068, 3.357479, 0.179623], [-6.386273, -4.379240, 3.781895], [5.009534, 3.573627, -2.177430], [2.517359, 3.953175, 2.446530], [-4.018719, -1.610376, 5.245555], [5.381338, 4.546695, 5.239842], [5.225376, 1.838639, 1.240730], [-3.279634, 1.527770, -0.280819], [2.823730, -2.243443, -8.396714], [2.431962, 2.209448, 3.486172], [3.313880, -2.079041, -9.354361], [2.391441, -1.530136, -3.740500], [-5.106601, -0.253912, -0.253680], [4.135869, 2.771679, -3.025804], [2.450090, -2.076150, -2.793777], [-7.854138, -5.646868, 4.571404], [-7.353009, -4.713992, 4.820839], [-2.287866, 7.881315, 4.629855], [-0.024775, 2.045886, -1.371644], [5.110756, -6.261405, -9.549661], [-5.058656, -1.251542, -0.688231], [5.698786, 4.193008, -1.493439], [-2.319393, -1.695393, 7.080934], [-3.366806, 6.943153, 4.334328], [-2.961047, 0.475319, 4.206150], [-3.758356, 1.818003, 2.642345], [0.658437, 3.077021, 2.487808], [1.104349, -1.561775, -4.302588], [2.042035, -1.498618, -8.263745], [4.052244, 1.766145, -2.615482], [2.692060, -0.143363, 2.179110], [-1.487140, 7.764815, 3.901843], [4.698549, 7.535187, 5.952904], [0.195058, 4.025480, 1.541582], [1.824710, 3.410590, 3.086058], [3.800573, -2.130354, -7.317347], [-4.126606, -1.019841, 3.235170], [-0.977365, -6.578431, -3.066352], [4.048078, -7.972156, -4.689093], [6.493663, 1.496781, -0.409332], [5.776387, -6.585164, -10.347034], [-2.327529, -3.297317, 2.445197], [-3.188841, 4.032699, 2.324660], [1.518741, 4.668889, 4.834063], [-2.035086, 0.402148, -2.791635], [3.265663, -6.348316, -5.753053], [-0.891693, -1.597233, -3.722784], [-2.821963, -5.178409, 1.675092], [-6.842004, -4.825289, 5.774960], [-2.056787, 2.791410, 3.656139], [2.376646, -3.236338, -8.387266], [1.995202, 5.109402, 0.078331], [-1.598617, 2.507169, -2.087774], [3.400704, -1.359806, 0.217048], [-5.061517, 0.067750, 4.329941], [-1.778580, 1.976509, -0.068805], [-3.108076, -3.535426, -2.762846], [0.335893, 4.013620, -0.649966], [0.057546, 0.116329, -2.883299], [-1.219026, 0.413411, -2.071404], [1.606240, 5.870514, -0.593805], [-3.433941, -5.378926, -3.693849], [5.697305, -6.583290, -8.254711], [-3.022785, -0.661843, -0.161351], [2.188088, 5.599407, 1.028386], [-3.506248, 1.721747, -1.320393], [-0.864925, 0.774876, 1.144660], [3.930070, -0.471329, 0.508702], [6.923600, 5.424866, 5.214301], [5.001366, -0.010072, -0.196579], [5.337683, -0.559521, -1.064908]], "atomic_forces_ev_per_a": [[-0.536, -0.391, 0.377], [0.060, 0.022, 0.021], [0.123, 0.335, 0.635], [-0.079, 0.130, 0.117], [-0.099, 0.042, 0.087], [0.720, 0.529, -0.262], [0.179, 0.144, 0.083], [-0.301, 0.397, 0.024], [-0.043, 0.035, 0.131], [0.314, 0.162, 0.206], [0.005, -0.010, 0.008], [-0.508, 0.902, 0.919], [-0.327, -0.045, 0.497], [0.382, 0.368, 0.124], [-0.092, -0.376, -0.497], [0.003, 0.013, -0.001], [-0.002, 0.043, 0.014], [0.112, -0.112, -0.100], [0.151, 0.081, -0.140], [0.003, -0.003, -0.076], [-0.329, 0.142, 0.249], [0.345, 0.324, -0.362], [-0.135, -0.115, 0.157], [0.003, -0.011, -0.019], [-0.020, 0.007, 0.014], [0.385, -0.189, -0.026], [0.882, 0.725, -0.106], [-0.154, -0.063, -0.277], [-0.254, -0.347, 0.175], [-0.396, 0.039, 0.243], [0.019, 0.050, 0.318], [-0.302, 0.288, 0.196], [-0.330, -0.052, -0.399], [-0.003, 0.013, 0.007], [0.212, -0.100, -0.253], [0.271, 0.027, -0.227], [-0.183, 0.077, -0.468], [-0.015, -0.020, 0.008], [1.206, 0.091, -0.050], [-0.036, 0.143, 0.173], [-0.246, 0.144, -0.136], [-0.689, -0.117, -0.523], [-0.586, -0.162, 0.461], [0.157, 0.150, -0.024], [-1.440, -0.697, 0.688], [0.192, 0.150, 0.059], [-0.184, 0.088, -0.381], [-0.039, -0.004, 0.001], [0.280, 0.184, -0.099], [-0.287, -0.274, -0.337], [0.022, -0.002, 0.004], [0.067, 0.002, 0.011], [-0.038, -0.260, 0.206], [0.302, 0.177, 0.120], [-0.063, 0.044, -0.024], [-1.074, -0.550, -0.404], [-0.005, 0.040, 0.038], [-0.003, -0.012, -0.013], [0.210, -0.414, -0.213], [0.655, 0.291, 0.389], [-0.014, -0.482, -0.044], [-0.039, 0.063, 0.035], [-0.044, -0.095, -0.015], [-0.001, 0.013, 0.007], [-0.070, 0.010, 0.034], [0.945, 0.542, 0.966], [-0.003, -0.063, -0.138], [-0.415, 0.051, -0.214], [0.159, 0.863, -0.020], [0.399, -0.176, 0.271], [0.033, -0.052, -0.317], [-0.144, -0.058, 0.004], [0.493, -0.186, 0.663], [0.365, 0.146, -0.341], [0.293, 0.244, 0.343], [-0.070, 0.285, -0.035], [-0.693, 0.431, -0.655], [-0.005, -0.024, 0.003], [0.512, 0.721, 0.462], [0.914, 0.325, 1.430], [0.041, -0.037, 0.055], [-0.035, -0.185, -0.238], [0.000, 0.017, -0.011], [0.415, 0.012, -0.204], [0.420, -0.017, -0.604], [0.003, 0.021, 0.012], [-0.153, 0.010, 0.141], [-0.009, -0.009, 0.003], [0.026, 0.004, -0.028], [-0.049, -0.060, -0.009], [0.065, 0.195, 0.130], [0.002, -0.030, 0.023], [-0.095, -0.262, 0.238], [-0.323, -0.248, -0.315], [0.114, 0.007, -0.231], [-0.394, -0.296, -0.088], [-0.594, -0.013, 0.649], [0.070, -0.212, -0.182], [-0.216, -0.033, -0.167], [-0.413, -0.445, -0.152], [-0.014, 0.003, 0.011], [-0.013, 0.002, 0.032], [-0.199, 0.091, 0.144], [0.025, -0.004, 0.011], [0.284, -0.434, -0.031], [0.046, 0.157, -0.148], [0.630, -0.837, -0.072], [0.296, 0.022, 0.331], [-0.456, 0.053, -0.213], [0.273, 0.418, -0.229], [0.000, -0.015, -0.014], [0.154, 0.050, -0.223], [0.005, 0.002, -0.010], [0.223, 0.281, 0.310], [-0.173, 0.060, -0.009], [-0.056, 0.208, 0.059], [-0.451, -0.220, 0.296], [-0.197, 0.125, -0.373], [0.110, -0.263, -0.467], [-0.030, -0.008, 0.028], [0.009, 0.014, 0.010], [-1.056, -0.629, 0.141], [0.003, -0.015, 0.047], [-0.361, 0.120, 0.231], [0.227, 0.326, -0.110], [-0.040, -0.266, -0.104], [-0.303, -0.204, -0.025], [-1.108, -0.821, -1.983], [0.306, 0.301, 0.337], [-0.350, -0.306, 0.084], [0.054, -0.372, 1.133], [1.091, 0.333, -0.973], [0.065, 0.092, -0.102], [0.048, -0.001, 0.017], [0.197, -0.072, 0.470], [0.366, 0.158, -0.146], [0.125, 0.087, 0.133], [-0.184, -0.091, -0.161], [0.298, 0.161, 0.535], [-0.337, -0.601, -0.202], [0.011, -0.007, -0.003], [0.462, -0.852, -1.458], [0.067, -0.089, -0.104]], "orbital_gap_ev": 9.06, "lumo_energy_ev": 0.24, "homo_energy_ev": -8.83, "e_tot_ev": -161081.2091}